{"formula": "C23H67N5O14", "method": "ωB97M-V with the def2-TZVPD basis set", "max_force_ha_per_bohr": 0.0940, "smiles": "COC[C@H](C)N.COC[C@H](C)N.COC[C@H](C)N.NC(N)=O.OCCO.OCCO.OCCO.OCCO.OCCO", "orbital_gap_ev": 9.1, "lumo_ev": -0.04, "energy_ha": -2243.35296, "homo_energy_ha": -0.3371, "molar_mass_da": 637.81, "species": ["C", "C", "C", "O", "C", "N", "H", "H", "H", "H", "H", "H", "H", "H", "H", "H", "H", "C", "C", "C", "O", "C", "N", "H", "H", "H", "H", "H", "H", "H", "H", "H", "H", "H", "C", "C", "C", "O", "C", "N", "H", "H", "H", "H", "H", "H", "H", "H", "H", "H", "H", "C", "C", "O", "O", "H", "H", "H", "H", "H", "H", "C", "C", "O", "O", "H", "H", "H", "H", "H", "H", "C", "C", "O", "O", "H", "H", "H", "H", "H", "H", "C", "C", "O", "O", "H", "H", "H", "H", "H", "H", "C", "C", "O", "O", "H", "H", "H", "H", "H", "H", "C", "O", "N", "N", "H", "H", "H", "H"], "coordinates": [[19.905, -19.167, -14.587], [19.400, -20.428, -15.325], [20.345, -21.097, -16.346], [20.543, -20.112, -17.344], [21.076, -20.640, -18.542], [19.081, -21.379, -14.331], [19.730, -19.068, -13.515], [19.640, -18.266, -15.140], [20.989, -19.083, -14.675], [18.528, -20.138, -15.910], [19.828, -21.940, -16.803], [21.246, -21.529, -15.911], [20.469, -21.392, -19.046], [22.103, -20.942, -18.337], [21.081, -19.892, -19.334], [18.717, -20.839, -13.558], [19.949, -21.732, -13.954], [11.528, -11.676, -19.236], [12.746, -12.030, -18.273], [12.616, -13.327, -17.441], [12.567, -14.481, -18.295], [12.761, -15.693, -17.712], [14.071, -11.871, -18.827], [11.523, -12.510, -19.938], [11.620, -10.654, -19.606], [10.599, -11.703, -18.667], [12.861, -11.274, -17.497], [11.694, -13.231, -16.868], [13.381, -13.442, -16.673], [13.813, -15.679, -17.430], [12.492, -16.479, -18.419], [12.321, -15.924, -16.742], [14.242, -12.721, -19.344], [14.775, -12.013, -18.117], [23.759, -19.956, -26.967], [23.398, -18.572, -26.387], [24.684, -17.842, -25.815], [24.447, -16.404, -25.534], [23.672, -16.144, -24.420], [22.988, -17.714, -27.487], [24.220, -20.572, -26.195], [24.471, -19.929, -27.792], [22.911, -20.499, -27.383], [22.601, -18.639, -25.646], [25.529, -17.982, -26.489], [24.891, -18.361, -24.879], [22.642, -16.403, -24.665], [23.592, -15.091, -24.147], [24.011, -16.758, -23.586], [23.174, -16.756, -27.227], [23.659, -17.854, -28.228], [28.357, -11.386, -19.177], [28.620, -10.636, -20.464], [28.719, -9.152, -20.274], [26.935, -11.279, -19.157], [28.843, -10.928, -18.315], [28.638, -12.437, -19.112], [27.980, -10.876, -21.313], [29.639, -10.956, -20.684], [29.079, -8.831, -21.104], [26.705, -10.623, -18.494], [14.269, -16.993, -24.179], [15.672, -16.793, -23.606], [15.627, -17.084, -22.239], [13.371, -16.305, -23.351], [14.040, -18.044, -24.006], [14.110, -16.523, -25.150], [15.894, -15.730, -23.700], [16.484, -17.219, -24.195], [16.288, -16.577, -21.763], [13.589, -16.330, -22.417], [19.173, -8.689, -24.487], [20.639, -8.284, -24.911], [20.682, -6.969, -25.475], [18.770, -8.326, -23.200], [19.084, -9.771, -24.391], [18.371, -8.326, -25.129], [20.854, -9.037, -25.669], [21.317, -8.488, -24.082], [20.372, -6.325, -24.834], [17.839, -8.491, -23.033], [24.893, -11.774, -10.659], [25.248, -12.480, -11.994], [26.061, -13.556, -11.673], [24.076, -12.582, -9.880], [24.260, -10.911, -10.862], [25.780, -11.384, -10.159], [25.589, -11.766, -12.743], [24.337, -12.934, -12.383], [26.300, -14.089, -12.435], [24.717, -13.194, -9.510], [18.630, -10.856, -11.597], [18.740, -10.356, -13.073], [18.754, -8.936, -12.951], [17.434, -10.378, -10.968], [19.343, -10.242, -11.046], [18.837, -11.917, -11.461], [18.007, -10.846, -13.714], [19.730, -10.712, -13.359], [18.256, -8.746, -12.153], [17.163, -11.163, -10.485], [20.730, -13.608, -18.660], [19.560, -13.983, -18.710], [21.702, -14.363, -18.267], [21.017, -12.379, -18.930], [21.542, -15.339, -18.065], [22.626, -13.954, -18.283], [20.244, -11.794, -19.215], [21.995, -12.130, -18.969]]}

---

{"formula": "C23H68BrN26O15", "method": "ωB97M-V with the def2-TZVPD basis set", "total_charge": -1, "max_force_ha_per_bohr": 0.0624, "orbital_gap_ev": 2.9, "lumo_ev": 1.09, "energy_ha": -6043.94289, "homo_energy_ha": -0.0656, "molar_mass_da": 1028.87, "species": ["C", "C", "C", "C", "C", "C", "Br", "C", "C", "O", "C", "C", "O", "H", "H", "H", "H", "H", "H", "H", "H", "H", "H", "H", "H", "H", "H", "H", "H", "C", "O", "N", "N", "H", "H", "H", "H", "C", "O", "N", "N", "H", "H", "H", "H", "C", "O", "N", "N", "H", "H", "H", "H", "C", "O", "N", "N", "H", "H", "H", "H", "C", "O", "N", "N", "H", "H", "H", "H", "C", "O", "N", "N", "H", "H", "H", "H", "C", "O", "N", "N", "H", "H", "H", "H", "C", "O", "N", "N", "H", "H", "H", "H", "C", "O", "N", "N", "H", "H", "H", "H", "C", "O", "N", "N", "H", "H", "H", "H", "C", "O", "N", "N", "H", "H", "H", "H", "C", "O", "N", "N", "H", "H", "H", "H", "C", "O", "N", "N", "H", "H", "H", "H"], "coordinates": [[7.246, -1.552, -1.067], [6.128, -1.489, -0.345], [4.763, -1.802, -0.788], [4.734, -2.749, -2.009], [4.225, -4.161, -1.628], [2.833, -4.153, -1.039], [2.862, -3.993, 0.916], [4.085, -0.475, -1.242], [2.595, -0.708, -1.213], [1.769, 0.503, -1.446], [0.546, 0.133, -1.822], [-0.207, -0.897, -1.049], [0.081, 0.623, -2.791], [8.173, -1.799, -0.579], [7.203, -1.418, -2.137], [6.235, -1.211, 0.699], [5.697, -2.902, -2.502], [4.072, -2.327, -2.769], [4.204, -4.742, -2.554], [4.937, -4.577, -0.933], [2.384, -5.121, -1.209], [2.171, -3.425, -1.479], [4.343, -0.249, -2.289], [4.361, 0.369, -0.615], [2.348, -1.406, -2.004], [2.322, -1.156, -0.273], [-0.489, -0.531, -0.072], [0.347, -1.806, -0.867], [-1.094, -1.177, -1.586], [0.633, 4.377, -4.201], [0.295, 5.143, -5.099], [1.626, 4.695, -3.314], [0.064, 3.165, -4.005], [1.928, 4.081, -2.580], [2.077, 5.584, -3.427], [-0.665, 2.892, -4.637], [0.331, 2.528, -3.270], [-1.236, -2.681, 2.565], [-0.925, -2.644, 1.387], [-0.446, -3.268, 3.519], [-2.394, -2.145, 3.043], [-0.692, -3.304, 4.490], [0.421, -3.674, 3.216], [-3.007, -1.700, 2.379], [-2.658, -2.175, 4.014], [-4.998, 0.465, 0.786], [-4.142, -0.397, 0.831], [-5.254, 1.196, -0.333], [-5.790, 0.773, 1.865], [-5.963, 1.904, -0.383], [-4.702, 0.999, -1.149], [-5.634, 0.256, 2.710], [-6.502, 1.480, 1.848], [3.652, 0.127, 3.008], [4.847, -0.079, 2.945], [2.719, -0.614, 2.346], [3.131, 1.147, 3.776], [1.734, -0.437, 2.410], [3.030, -1.377, 1.760], [3.782, 1.717, 4.281], [2.151, 1.341, 3.849], [-1.638, 8.871, -3.889], [-1.844, 9.963, -3.382], [-0.783, 7.955, -3.366], [-2.261, 8.475, -5.044], [-0.611, 7.056, -3.787], [-0.298, 8.198, -2.518], [-2.901, 9.121, -5.466], [-2.102, 7.585, -5.479], [-3.932, -3.099, 6.931], [-3.452, -2.439, 6.022], [-3.729, -4.434, 7.058], [-4.718, -2.533, 7.899], [-4.114, -4.999, 7.793], [-3.161, -4.881, 6.361], [-4.886, -1.547, 7.835], [-5.123, -3.050, 8.655], [-8.878, 0.213, -1.303], [-9.118, 1.318, -0.838], [-7.978, -0.634, -0.732], [-9.487, -0.265, -2.425], [-7.755, -1.544, -1.092], [-7.511, -0.309, 0.096], [-10.157, 0.331, -2.875], [-9.297, -1.176, -2.815], [-10.479, -4.002, -2.418], [-9.547, -3.496, -3.022], [-11.059, -3.406, -1.336], [-11.012, -5.205, -2.780], [-11.824, -3.804, -0.826], [-10.690, -2.517, -1.047], [-10.605, -5.667, -3.571], [-11.776, -5.641, -2.300], [-0.411, 7.189, 0.484], [0.102, 7.871, -0.380], [-0.282, 5.833, 0.528], [-1.165, 7.739, 1.492], [-0.699, 5.255, 1.232], [0.262, 5.402, -0.198], [-1.286, 8.736, 1.480], [-1.603, 7.202, 2.217], [7.498, -2.202, -5.335], [7.885, -3.356, -5.428], [6.197, -1.848, -5.556], [8.332, -1.173, -5.010], [5.855, -0.909, -5.485], [5.557, -2.583, -5.790], [9.297, -1.397, -4.842], [8.034, -0.220, -4.929], [12.030, -2.016, -6.014], [11.729, -0.906, -5.613], [12.959, -2.796, -5.382], [11.458, -2.574, -7.120], [13.216, -3.714, -5.691], [13.392, -2.416, -4.561], [10.763, -2.031, -7.599], [11.683, -3.488, -7.461], [-4.265, -8.185, 8.470], [-4.100, -7.218, 7.745], [-3.222, -8.883, 9.002], [-5.507, -8.644, 8.804], [-3.333, -9.681, 9.598], [-2.296, -8.571, 8.772], [-6.295, -8.153, 8.425], [-5.665, -9.437, 9.396], [1.750, 9.867, 3.994], [2.807, 10.278, 4.433], [1.669, 8.954, 2.985], [0.541, 10.294, 4.484], [0.803, 8.607, 2.613], [2.533, 8.619, 2.600], [0.561, 10.968, 5.227], [-0.342, 9.973, 4.140]]}